{"formula": "CH5ClNOP", "method": "the ωB97M-V functional and the def2-TZVPD basis", "orbital_gap_ev": [4.00, 4.00], "lumo_energy_ev": [-3.098, -3.097], "de_lowest_ev": 4.509, "e_homo_ha": [-0.2607, -0.2607], "elements": ["C", "N", "O", "P", "Cl", "H", "H", "H", "H", "H"], "xyz": [[0.8987, 0.7038, -0.6249], [-2.0834, -0.9345, 0.7441], [-0.2495, 0.0378, -0.3888], [-1.4798, 0.5425, 0.4827], [3.7838, 0.0504, 0.7932], [0.6390, 1.8216, -0.4829], [1.1086, 0.5124, -1.6469], [1.7291, 0.1768, -0.0804], [-1.3580, -1.5955, 0.4854], [-2.9885, -1.3155, 0.7185]], "atomic_forces_ev_per_a": [[2.052, 2.806, -0.302], [1.581, 0.077, -0.278], [-4.505, -1.593, 1.913], [0.919, -0.498, -0.970], [-0.460, -0.052, -0.090], [1.498, -1.508, 0.070], [0.384, 0.176, -1.125], [0.159, 1.172, 0.391], [-0.213, -0.531, 0.004], [-1.413, -0.049, 0.388]]}